Formula: C70H152N2O12P3
Source: OMol25
Level of theory: wB97M-V/def2-TZVPD

Values from the calculation:
calculated total energy = -4794.453719 a.u.
highest occupied orbital energy = -6.082 eV
net charge = +1
spin multiplicity = 1

Last column: Löwdin charge in e.
Geometry (Å):
C  -2.319  12.722  15.018  -0.11
C  -3.786  12.266  14.874  -0.21
C  -3.989  11.131  13.757  -0.15
C  -4.133  11.722  12.342  -0.10
N  -4.895  10.785  11.343  -0.22
C  -4.153  9.433  11.097  -0.05
C  -4.079  9.250  9.535  -0.13
C  -5.021  10.295  8.930  -0.13
C  -4.915  11.470  9.962  -0.08
C  -6.310  10.504  11.714  0.01
H  -1.677  11.985  15.502  0.07
H  -2.164  13.658  15.554  0.06
H  -1.912  12.672  14.008  0.06
H  -4.458  13.101  14.675  0.09
H  -4.115  11.859  15.830  0.10
H  -4.882  10.594  14.078  0.11
H  -3.150  10.438  13.694  0.11
H  -3.192  12.084  11.929  0.12
H  -4.768  12.606  12.394  0.12
H  -4.615  8.663  11.716  0.12
H  -3.118  9.603  11.394  0.11
H  -4.143  8.198  9.258  0.11
H  -3.112  9.616  9.190  0.11
H  -6.038  9.926  8.791  0.09
H  -4.615  10.614  7.970  0.11
H  -5.658  12.267  10.005  0.10
H  -3.951  11.957  9.817  0.11
H  -6.323  9.824  12.566  0.10
H  -6.867  10.004  10.922  0.10
H  -6.896  11.383  11.981  0.12
C  -8.808  10.050  0.068  -0.08
C  -8.464  11.112  1.112  -0.28
C  -9.624  11.837  1.672  -0.19
C  -9.249  12.772  2.871  -0.07
N  -10.406  13.509  3.548  -0.24
C  -9.914  14.331  4.776  -0.10
C  -9.590  13.364  5.902  -0.11
C  -10.555  12.122  5.647  -0.11
C  -11.236  12.487  4.328  -0.12
C  -11.282  14.360  2.604  0.05
H  -9.703  9.550  0.438  0.07
H  -8.014  9.330  -0.130  0.08
H  -9.041  10.600  -0.844  0.07
H  -7.877  11.941  0.716  0.12
H  -7.925  10.608  1.914  0.11
H  -10.335  11.056  1.942  0.11
H  -10.033  12.476  0.889  0.12
H  -8.733  13.649  2.479  0.12
H  -8.499  12.463  3.599  0.14
H  -10.601  15.020  5.267  0.13
H  -9.027  14.890  4.478  0.13
H  -9.902  13.763  6.867  0.10
H  -8.546  13.052  5.895  0.10
H  -11.310  11.874  6.393  0.12
H  -10.073  11.151  5.537  0.08
H  -12.169  13.005  4.551  0.13
H  -11.422  11.627  3.685  0.12
H  -10.545  14.942  2.051  0.11
H  -11.979  14.919  3.229  0.10
H  -11.909  13.614  2.116  0.10
C  -7.179  18.603  15.367  -0.12
C  -7.268  18.277  13.933  -0.26
C  -8.747  18.387  13.456  -0.25
C  -8.756  18.735  12.034  -0.28
P  -10.423  18.410  11.318  1.07
C  -10.620  16.580  11.258  -0.23
C  -11.809  16.120  10.344  -0.24
C  -12.138  14.634  10.516  -0.26
C  -10.992  13.716  10.212  -0.11
C  -11.750  18.988  12.476  -0.23
C  -11.777  20.575  12.747  -0.22
C  -13.098  20.956  13.415  -0.29
C  -13.248  22.445  13.657  -0.11
C  -10.714  19.226  9.707  -0.24
C  -9.663  19.138  8.546  -0.21
C  -9.389  17.692  8.071  -0.26
C  -8.135  17.587  7.229  -0.09
H  -7.854  18.023  15.997  0.09
H  -7.335  19.669  15.536  0.09
H  -6.228  18.189  15.704  0.06
H  -6.764  17.326  13.762  0.12
H  -6.625  19.003  13.435  0.09
H  -9.347  19.140  13.965  0.11
H  -9.205  17.418  13.656  0.12
H  -7.982  18.264  11.427  0.07
H  -8.634  19.813  11.924  0.10
H  -10.787  16.178  12.257  0.11
H  -9.740  16.051  10.891  0.07
H  -11.731  16.464  9.313  0.09
H  -12.737  16.671  10.496  0.09
H  -12.935  14.382  9.817  0.11
H  -12.474  14.313  11.502  0.12
H  -10.628  14.128  9.271  0.06
H  -11.392  12.706  10.125  0.07
H  -10.204  13.613  10.958  0.08
H  -11.595  18.505  13.440  0.09
H  -12.715  18.648  12.102  0.09
H  -11.800  21.102  11.794  0.09
H  -10.928  20.814  13.388  0.11
H  -13.143  20.374  14.335  0.11
H  -13.967  20.758  12.787  0.11
H  -14.151  22.731  14.196  0.08
H  -13.033  22.948  12.714  0.07
H  -12.387  22.817  14.212  0.07
H  -10.856  20.295  9.865  0.08
H  -11.685  18.996  9.270  0.10
H  -8.667  19.476  8.829  0.09
H  -9.840  19.822  7.715  0.11
H  -10.295  17.239  7.669  0.10
H  -9.250  17.138  8.999  0.07
H  -7.805  16.549  7.212  0.05
H  -7.300  18.229  7.508  0.06
H  -8.256  17.865  6.182  0.07
C  -4.895  22.851  10.502  -0.12
C  -5.545  21.515  10.347  -0.28
C  -4.520  20.384  10.417  -0.22
C  -5.110  19.025  9.854  -0.24
P  -3.937  17.657  9.939  1.03
C  -4.249  16.526  8.534  -0.24
C  -4.004  14.985  8.820  -0.22
C  -4.329  14.173  7.552  -0.22
C  -5.841  14.030  7.290  -0.07
C  -2.288  18.273  9.470  -0.25
C  -1.118  17.233  9.588  -0.26
C  0.282  17.614  9.312  -0.28
C  1.265  16.393  9.182  -0.07
C  -3.746  16.962  11.617  -0.21
C  -3.419  17.947  12.819  -0.23
C  -2.669  17.356  13.946  -0.27
C  -3.427  16.482  14.956  -0.08
H  -4.239  23.068  11.346  0.08
H  -5.743  23.503  10.711  0.07
H  -4.414  23.235  9.602  0.08
H  -6.181  21.411  9.468  0.11
H  -6.266  21.452  11.161  0.10
H  -4.333  20.274  11.485  0.10
H  -3.576  20.597  9.914  0.10
H  -5.497  19.180  8.847  0.09
H  -5.912  18.571  10.435  0.06
H  -3.547  16.735  7.727  0.09
H  -5.256  16.748  8.180  0.07
H  -4.538  14.729  9.735  0.08
H  -2.932  14.901  9.000  0.09
H  -3.913  13.179  7.720  0.09
H  -3.765  14.622  6.735  0.11
H  -6.039  13.301  6.505  0.06
H  -6.299  15.013  7.180  0.05
H  -6.338  13.479  8.089  0.05
H  -2.207  19.126  10.144  0.07
H  -2.332  18.595  8.430  0.10
H  -1.301  16.364  8.956  0.09
H  -1.134  16.891  10.622  0.10
H  0.632  18.269  10.109  0.11
H  0.371  18.268  8.445  0.11
H  2.175  16.603  8.621  0.08
H  0.640  15.591  8.789  0.07
H  1.515  16.247  10.233  0.07
H  -2.967  16.200  11.580  0.09
H  -4.710  16.476  11.767  0.08
H  -4.376  18.356  13.140  0.09
H  -2.879  18.845  12.518  0.10
H  -2.129  18.118  14.507  0.11
H  -1.892  16.705  13.544  0.11
H  -2.732  16.104  15.705  0.07
H  -3.798  15.616  14.406  0.07
H  -4.204  17.005  15.513  0.06
C  -13.199  8.609  4.611  -0.12
C  -11.746  8.585  4.972  -0.23
C  -11.324  7.736  6.243  -0.19
C  -11.882  8.178  7.588  -0.26
P  -11.564  7.143  9.015  1.05
C  -12.397  5.565  8.894  -0.26
C  -11.623  4.461  8.152  -0.25
C  -12.361  3.123  8.150  -0.26
C  -12.185  2.253  9.419  -0.10
C  -9.784  6.926  9.337  -0.25
C  -9.182  5.966  10.400  -0.20
C  -7.703  5.679  10.164  -0.27
C  -6.708  6.824  10.093  -0.10
C  -12.165  7.869  10.620  -0.23
C  -13.642  8.242  10.523  -0.26
C  -14.097  9.156  11.694  -0.25
C  -13.548  8.833  13.110  -0.08
H  -13.889  9.148  5.260  0.07
H  -13.676  7.630  4.651  0.07
H  -13.298  8.902  3.565  0.07
H  -11.363  9.596  5.106  0.07
H  -11.211  8.257  4.080  0.11
H  -10.246  7.640  6.367  0.10
H  -11.658  6.713  6.069  0.09
H  -12.958  8.346  7.644  0.09
H  -11.463  9.159  7.813  0.10
H  -13.356  5.730  8.403  0.10
H  -12.572  5.072  9.851  0.10
H  -10.630  4.257  8.551  0.10
H  -11.414  4.735  7.118  0.10
H  -12.021  2.486  7.333  0.11
H  -13.448  3.182  8.097  0.10
H  -12.814  1.365  9.347  0.08
H  -12.334  2.872  10.303  0.06
H  -11.143  1.948  9.509  0.07
H  -9.513  7.933  9.653  0.07
H  -9.265  6.874  8.380  0.09
H  -9.708  5.012  10.435  0.09
H  -9.313  6.438  11.374  0.11
H  -7.581  5.099  9.249  0.11
H  -7.315  4.971  10.896  0.10
H  -6.806  7.559  10.892  0.07
H  -7.063  7.339  9.200  0.07
H  -5.679  6.468  10.046  0.07
H  -11.662  8.829  10.733  0.09
H  -11.928  7.245  11.482  0.11
H  -14.253  7.349  10.652  0.10
H  -13.992  8.621  9.562  0.09
H  -15.181  9.264  11.657  0.10
H  -13.716  10.147  11.446  0.10
H  -13.530  7.755  13.271  0.07
H  -14.200  9.317  13.837  0.07
H  -12.565  9.278  13.255  0.06
O  -8.299  14.578  9.625  0.03
C  -7.302  15.176  10.356  -0.84
O  -7.131  16.379  10.194  -0.03
O  -6.536  14.438  11.012  -0.04
H  -8.116  13.682  9.917  0.07
O  -8.217  9.379  5.466  0.06
C  -7.092  10.039  5.196  -0.90
O  -6.514  10.714  6.056  -0.05
O  -6.498  9.924  4.113  -0.05
H  -8.497  9.424  6.383  0.03
O  -8.297  11.639  8.533  0.08
C  -8.945  10.508  8.856  -0.83
O  -9.867  10.508  9.684  -0.01
O  -8.616  9.510  8.204  -0.04
H  -7.920  11.205  7.764  0.06
O  -10.453  11.019  12.479  0.09
C  -9.931  10.165  13.272  -0.99
O  -9.215  9.196  12.973  -0.08
O  -10.223  10.089  14.464  -0.07
H  -10.193  10.830  11.574  0.04